## w
ORCA calculation (ωB97M-V with the def2-TZVPD basis set) on C5H14N2 in the gas phase.

Geometry as XYZ:
```
21
Properties=species:S:1:pos:R:3
N 1.412 0.155 -2.373
C 1.425 0.552 -0.936
C 0.354 1.579 -0.609
C -1.038 1.107 -0.050
C -1.192 -0.379 0.324
C -0.458 -0.738 1.615
N -0.266 -2.125 1.890
H 0.434 0.036 -2.630
H 1.746 -0.805 -2.376
H 1.157 -0.333 -0.352
H 2.421 0.791 -0.569
H 0.716 2.304 0.122
H 0.142 2.184 -1.496
H -1.780 1.316 -0.820
H -1.226 1.654 0.872
H -0.754 -0.972 -0.488
H -2.248 -0.627 0.393
H -0.941 -0.199 2.444
H 0.501 -0.217 1.578
H 0.630 -2.526 1.688
H -1.035 -2.758 1.771
```

Its lowest unoccupied orbital energy is 1.0 eV. The orbital gap is 9.89 eV.

=====

## x
ORCA calculation (ωB97M-V with the def2-TZVPD basis set) on C5H14N2 in the gas phase.

Geometry as XYZ:
```
21
Properties=species:S:1:pos:R:3
C -1.342 -1.218 -1.886
C -0.080 -0.428 -1.598
N -0.374 0.598 -0.516
C 0.674 0.697 0.494
C 0.695 2.149 1.019
C 0.441 -0.270 1.671
N 0.078 -1.636 1.308
H -2.235 -0.678 -1.981
H -1.313 -2.090 -1.176
H -1.437 -1.688 -2.948
H 0.781 -1.000 -1.289
H 0.175 0.093 -2.480
H -0.582 1.498 -0.944
H 1.660 0.437 -0.001
H 1.053 2.735 0.221
H -0.336 2.384 1.619
H 1.484 2.290 1.834
H 1.449 -0.248 2.312
H -0.372 0.147 2.305
H -0.770 -1.856 1.634
H 0.351 -1.917 0.400
```

Its lowest unoccupied orbital energy is 1.1 eV. The orbital gap is 9.76 eV.

=====

Going by the computed energies, the most stable comes first: w, x.

=====

## w
ORCA calculation (ωB97M-V with the def2-TZVPD basis set) on 2 unconnected molecules or ions with the total composition C4H10O3.

Geometry as XYZ:
```
17
Properties=species:S:1:pos:R:3
C -0.335 0.273 -1.331
O -0.704 -0.873 -1.982
C -1.437 0.872 -0.580
C -1.602 0.173 0.733
C -2.812 0.492 1.533
O -3.593 1.375 1.354
H 0.123 0.958 -1.969
H 0.419 -0.096 -0.551
H -1.085 -0.706 -2.786
H -2.487 0.720 -1.063
H -1.115 1.890 -0.230
H -1.392 -0.931 0.843
H -0.713 0.619 1.404
H -3.051 -0.284 2.336
H 7.258 -1.239 1.062
H 6.220 -2.017 0.356
O 6.305 -1.227 0.872
```

Its lowest unoccupied orbital energy (spin up / spin down) is -5.9 / -9.8 eV. Its expectation value of S² is 0.758. The total charge is +1. The orbital gap (spin up / spin down) is 7.40 / 3.50 eV. The spin multiplicity is 2.

=====

## x
ORCA calculation (ωB97M-V with the def2-TZVPD basis set) on 3 unconnected molecules or ions with the total composition C4H10O3.

Geometry as XYZ:
```
17
Properties=species:S:1:pos:R:3
C -1.118 0.237 2.428
C -0.541 0.186 1.189
C -0.572 1.266 0.286
C -0.115 1.056 -1.007
O -0.228 2.030 -1.881
H -1.002 -0.599 3.094
H -1.695 1.092 2.755
H 0.068 -0.642 0.863
H -0.812 2.292 0.521
H 0.317 0.133 -1.398
H 0.585 2.184 -2.393
H 2.841 -1.268 0.030
H 2.720 0.152 -0.508
O 2.910 -0.756 -0.790
H -1.458 -2.752 -0.643
H -1.270 -3.631 0.599
O -0.896 -2.862 0.134
```

Its lowest unoccupied orbital energy (spin up / spin down) is -4.8 / -7.6 eV. Its expectation value of S² is 0.782. The total charge is +1. The orbital gap (spin up / spin down) is 9.70 / 7.40 eV. The spin multiplicity is 2.

=====

Going by the computed energies, the most stable comes first: x, w.

=====

## w
ORCA calculation (ωB97M-V with the def2-TZVPD basis set) on a molecular structure, H14O7Tl.

Geometry as XYZ:
```
22
Properties=species:S:1:pos:R:3
Tl -0.111 0.144 -0.537
O 1.908 2.067 -0.850
H 1.995 2.757 -1.529
H 2.686 2.171 -0.278
O -2.243 -1.737 0.047
H -3.115 -1.833 -0.386
H -2.007 -2.634 0.341
O 1.193 1.167 1.868
H 0.812 1.000 2.744
H 1.880 1.840 2.017
O -0.450 1.899 -2.757
H -0.430 2.829 -3.050
H -0.827 1.405 -3.506
O 0.568 -1.869 1.403
H 0.743 -1.871 2.358
H 0.516 -2.804 1.153
O 0.614 -2.408 -1.505
H 0.145 -3.184 -1.866
H 1.533 -2.499 -1.818
O -1.616 1.069 1.723
H -1.701 0.585 2.562
H -2.092 1.908 1.865
```

Its lowest unoccupied orbital energy is -18.4 eV. The total charge is +3. The orbital gap is 4.62 eV.

=====

## x
ORCA calculation (ωB97M-V with the def2-TZVPD basis set) on a molecular structure, H14O7Tl.

Geometry as XYZ:
```
22
Properties=species:S:1:pos:R:3
Tl 18.913 -6.586 2.297
O 20.323 -5.079 1.517
H 20.260 -4.125 1.553
H 21.070 -5.249 0.942
O 17.673 -8.199 1.329
H 17.798 -9.083 0.983
H 16.825 -7.923 0.982
O 17.915 -6.121 0.381
H 18.451 -5.853 -0.366
H 17.027 -5.851 0.148
O 19.535 -7.278 4.318
H 20.221 -7.880 4.608
H 19.389 -6.702 5.068
O 17.610 -7.914 3.486
H 17.304 -7.516 4.300
H 17.167 -8.762 3.452
O 16.654 -6.396 2.280
H 15.909 -6.698 1.761
H 16.260 -5.908 3.004
O 20.058 -6.960 0.359
H 20.806 -7.552 0.290
H 20.262 -6.243 -0.241
```

Its lowest unoccupied orbital energy is -14.6 eV. The total charge is +3. The orbital gap is 8.44 eV.

=====

Going by the computed energies, the most stable comes first: w, x.

=====

## w
ORCA calculation (ωB97M-V with the def2-TZVPD basis set) on C10H11NOS in the gas phase.

Geometry as XYZ:
```
24
Properties=species:S:1:pos:R:3
C -3.973 0.407 0.441
C -2.849 -0.264 -0.395
C -1.466 0.318 -0.165
N -0.842 0.986 -1.121
O 0.398 1.450 -0.969
C 1.190 0.834 0.086
C 2.559 1.411 -0.059
C 3.648 0.604 0.056
C 3.551 -0.811 0.031
C 2.378 -1.426 -0.031
C 1.094 -0.695 -0.080
C -0.073 -1.268 -0.257
S -0.757 -2.641 -0.721
H -4.744 -0.176 0.839
H -3.553 0.785 1.335
H -4.425 1.121 -0.177
H -3.079 -0.238 -1.508
H -2.773 -1.326 0.028
H -1.059 0.230 0.890
H 0.739 1.272 0.942
H 2.588 2.506 0.276
H 4.608 1.027 0.188
H 4.378 -1.529 0.339
H 2.459 -2.576 0.032
```

Its lowest unoccupied orbital energy is -0.9 eV. The orbital gap is 6.84 eV.

=====

## x
ORCA calculation (ωB97M-V with the def2-TZVPD basis set) on C10H11NOS in the gas phase.

Geometry as XYZ:
```
24
Properties=species:S:1:pos:R:3
C -0.642 -0.706 0.865
C -0.655 -1.136 -1.475
C 0.801 -0.276 0.837
C 0.705 -1.117 -1.467
C -1.382 -0.992 -0.174
C 1.456 -1.038 -0.241
C 0.134 1.937 -0.443
C 1.114 2.388 1.463
C 0.784 1.303 0.625
C -2.762 -1.496 0.022
N 1.500 2.318 -0.049
O 3.771 -1.945 -1.202
S 3.185 -1.046 -0.172
H -1.034 -0.561 1.873
H -1.283 -1.047 -2.306
H 1.070 -0.331 1.850
H 1.322 -1.161 -2.386
H -0.053 1.486 -1.373
H -0.821 2.481 -0.139
H 0.119 2.931 1.697
H 1.956 2.701 2.029
H -3.256 -1.090 -0.844
H -2.808 -2.577 0.018
H -3.219 -1.027 0.991
```

Its lowest unoccupied orbital energy (spin up / spin down) is -1.1 / -1.0 eV. The orbital gap (spin up / spin down) is 7.16 / 7.02 eV.

=====

Going by the computed energies, the most stable comes first: w, x.